Molecular formula: C2H11N3O2
Method: DFT, the ωB97M-V functional and the def2-TZVPD basis

Properties
Electronic energy in eV: -10817.3367
HOMO energy in eV: -8.90
SMILES: [H]/N=C(\N)NC.O.O

Each line ends with the natural charge from an NBO analysis.
Cartesian coordinates (Å):
H 1.18 -0.87 -1.98  0.3492
N 1.15 -0.64 -1.03  -0.8723
C -0.02 -0.07 -0.65  0.5991
N -0.99 0.16 -1.60  -0.8231
N -0.30 0.43 0.56  -0.5988
C 0.65 0.32 1.68  -0.4268
H -1.91 0.51 -1.31  0.3783
H -1.17 -0.80 -2.05  0.3785
H -1.24 0.55 0.83  0.4078
H 0.27 0.94 2.48  0.2068
H 0.83 -0.73 2.02  0.1940
H 1.73 0.53 1.40  0.2339
O -3.00 -0.88 1.37  -0.9446
H -3.73 -1.27 1.79  0.4741
H -2.55 -1.63 0.96  0.4732
O 2.99 1.58 -1.52  -0.9672
H 2.41 0.82 -1.19  0.4869
H 3.70 1.04 -1.78  0.4508

---

Molecular formula: C26H50IrOP2Si
Method: DFT, the ωB97M-V functional and the def2-TZVPD basis

Properties
Multiplicity: 6
Electronic energy in eV: -59093.5033
HOMO energy (spin up / spin down) in eV: -10.33 / -14.37
Charge: +2

Each line ends with the Löwdin spin population.
Cartesian coordinates (Å):
Ir -0.05 -0.05 -2.13  0.9022
C -0.41 -2.20 1.85  0.2248
C 0.78 -2.33 1.19  0.4520
C 0.99 -0.70 2.89  0.4807
C -0.29 -1.18 2.86  0.2606
C 1.80 -1.33 1.76  0.0985
C -1.66 -2.99 1.66  0.0300
H -1.51 -3.84 0.99  -0.0004
H -2.45 -2.35 1.26  0.0106
H -2.03 -3.39 2.62  0.0071
C -1.40 -0.69 3.72  0.0348
H -2.35 -1.12 3.41  -0.0005
H -1.49 0.40 3.63  0.0090
H -1.24 -0.93 4.78  0.0110
C 1.54 0.24 3.89  0.0787
H 1.25 -0.07 4.91  0.0176
H 1.13 1.25 3.74  0.0277
H 2.63 0.29 3.85  0.0003
C 3.12 -1.96 2.21  0.0314
H 2.88 -2.66 3.02  0.0009
H 3.82 -1.22 2.61  0.0017
H 3.60 -2.52 1.41  0.0020
C 1.13 -3.41 0.24  0.0813
H 1.42 -4.32 0.78  0.0308
H 1.96 -3.13 -0.41  0.0047
H 0.27 -3.67 -0.39  0.0103
C -1.18 1.08 -3.24  0.0509
C -1.83 -0.28 -3.32  0.0280
C -1.53 -1.12 -4.56  0.0058
C -0.05 -1.51 -4.71  0.0137
C 0.84 -1.11 -3.54  0.0736
C 1.44 0.21 -3.46  0.1534
C 1.08 1.32 -4.42  0.0317
C -0.43 1.65 -4.43  0.0129
H -1.85 -0.55 -5.44  0.0002
H 0.35 -1.11 -5.65  0.0023
H -2.14 -2.03 -4.54  0.0003
H -0.90 1.35 -5.37  0.0005
H -1.80 1.80 -2.70  0.0158
H -2.91 -0.21 -3.10  0.0133
H -0.55 2.74 -4.37  0.0007
H 1.61 2.23 -4.09  0.0001
H 2.46 0.23 -3.07  0.0139
H 1.46 1.13 -5.43  0.0082
H 0.02 -2.60 -4.81  0.0006
H 1.45 -1.93 -3.14  0.0068
P -1.84 -1.27 -1.48  0.3033
C -3.03 -0.33 -0.52  0.0766
C -2.34 -2.97 -1.86  0.0471
P 2.18 0.01 0.57  0.0639
C 0.79 0.73 -0.41  0.2201
C 3.34 -0.65 -0.64  0.0181
C 2.96 1.46 1.27  0.0088
H -2.49 0.26 0.24  0.0037
H -3.75 -1.01 -0.05  0.0082
H -3.55 0.36 -1.19  0.0069
H -2.00 -3.27 -2.86  0.0009
H -3.44 -3.05 -1.82  0.0068
H -1.89 -3.64 -1.12  0.0053
H 3.20 2.12 0.43  0.0020
H 3.89 1.17 1.79  -0.0002
H 2.29 1.99 1.95  0.0004
H 0.00 1.12 0.37  0.0369
H 1.23 1.66 -0.82  0.0267
H 4.23 -1.03 -0.14  0.0014
H 3.62 0.18 -1.30  0.0025
H 2.87 -1.43 -1.24  0.0009
C -2.40 4.08 1.46  -0.0047
Si -1.02 3.04 2.23  0.0862
C 0.53 4.15 2.30  0.0613
C -1.44 2.82 4.09  0.1246
O -0.82 1.63 1.50  0.6319
H -2.41 5.10 1.87  -0.0003
H -3.38 3.63 1.66  -0.0003
H -2.27 4.14 0.38  -0.0004
H 0.27 5.10 2.79  0.0036
H 1.35 3.71 2.87  0.0015
H 0.90 4.38 1.29  0.0012
H -2.43 2.37 4.22  0.0027
H -0.71 2.19 4.62  0.0026
H -1.44 3.80 4.59  0.0093

---

Molecular formula: C16H86Li7O39S2
Method: DFT, the ωB97M-V functional and the def2-TZVPD basis

Properties
Electronic energy in eV: -120965.0682
HOMO energy in eV: -5.50
Charge: -1

Each line ends with the Mulliken charge.
Cartesian coordinates (Å):
Li -1.19 -2.42 -1.86  -0.0840
Li 2.22 -0.14 2.48  0.2216
Li -0.31 2.70 1.40  1.0469
Li -1.57 -0.05 2.08  1.4877
Li -0.35 -1.75 4.08  0.5905
Li -0.27 -5.18 0.29  0.7430
Li 0.34 -2.21 1.06  0.8258
S 0.30 0.07 -0.09  0.1910
O -0.37 -1.13 -0.54  2.4782
O 1.37 -0.41 0.81  0.5530
O 0.78 0.79 -1.28  -1.1613
O -0.63 0.92 0.74  -1.3297
S 0.06 1.38 3.97  0.7693
O -0.51 2.53 3.27  -0.7383
O -0.70 0.18 3.84  -0.6161
O 1.42 1.17 3.52  -0.0200
O 0.14 1.73 5.38  -0.7097
O 1.65 -2.04 3.35  -0.7320
C 2.42 -3.04 2.65  -0.0488
C 1.84 -4.25 1.72  -1.0972
O 1.35 -3.99 0.44  -1.1353
H 3.04 -3.51 3.42  0.4441
H 3.27 -2.57 2.16  -0.2854
H 1.15 -4.85 2.31  0.3812
H 2.69 -4.90 1.54  0.4949
O -1.83 -3.95 -0.62  -0.7714
C -2.83 -3.35 0.27  -0.0564
C -2.57 -2.89 1.73  -1.1382
O -1.48 -2.09 2.10  -0.6651
H -3.83 -3.77 0.24  0.4850
H -3.15 -2.41 -0.19  -0.3774
H -2.52 -3.78 2.35  0.2999
H -3.40 -2.38 2.22  0.4035
O -0.26 1.93 -3.29  -0.6195
H 0.55 2.18 -3.73  0.0528
H 0.01 1.44 -2.52  0.4518
O -4.80 -0.21 -1.80  -0.7638
H -4.56 -0.85 -1.13  0.3838
H -3.97 0.10 -2.15  0.2239
O 1.63 3.07 0.89  -0.0880
H 2.21 2.53 0.35  0.4048
H 1.90 3.97 0.70  0.0012
O 3.28 4.33 -1.16  -0.5654
H 3.28 4.62 -2.07  0.2404
H 2.81 5.02 -0.69  0.2401
O 2.42 -0.80 5.80  -0.5708
H 2.17 -1.21 4.97  0.2294
H 2.26 -1.48 6.46  0.2654
O -1.48 -1.74 -3.84  -0.3326
H -0.97 -2.21 -4.50  0.2080
H -1.46 -0.83 -4.12  -0.0039
O 3.26 1.61 -0.73  -0.6169
H 3.10 2.40 -1.24  0.0261
H 2.40 1.18 -0.68  0.2864
O -2.46 4.35 3.84  -0.7581
H -2.12 3.50 3.56  0.2540
H -1.88 4.62 4.55  0.3381
O 3.21 2.50 5.13  -0.6572
H 2.64 2.20 4.42  0.1499
H 3.29 3.44 5.00  0.2851
O 1.76 -1.08 -3.19  -0.6165
H 1.44 -0.57 -2.44  0.0623
H 2.16 -0.43 -3.76  0.2839
O 6.66 1.07 0.07  -0.6243
H 6.03 0.56 -0.45  0.3786
H 6.18 1.86 0.33  0.3060
O 2.84 0.72 -5.15  -0.5667
H 2.73 1.67 -5.05  0.3327
H 3.05 0.60 -6.07  0.2181
O 0.66 -3.46 -2.45  -0.3395
H 0.91 -3.54 -1.53  0.0467
H 1.22 -2.76 -2.79  0.3357
O 0.55 5.39 -0.79  -0.5867
H 0.05 4.61 -1.03  0.2573
H 0.21 6.08 -1.34  0.2671
O -3.42 0.72 2.42  0.3760
H -3.63 1.61 2.12  -0.1812
H -4.25 0.39 2.75  0.0232
O 4.95 -0.29 -1.52  -0.8398
H 4.59 -1.18 -1.55  0.3629
H 4.18 0.27 -1.42  0.3191
O -2.31 0.43 -1.86  1.0351
H -1.68 0.77 -2.50  -0.5375
H -1.78 0.21 -1.10  -0.4649
O 4.00 0.39 1.91  0.2713
H 4.09 0.85 1.07  -0.1715
H 4.90 0.25 2.20  0.2375
O 3.64 -2.92 -0.86  -0.6402
H 2.85 -3.26 -0.45  0.0729
H 4.34 -3.08 -0.22  0.3232
O -3.16 -0.02 5.25  -0.7314
H -2.50 -0.05 4.55  0.2480
H -2.74 0.46 5.96  0.3204
O 0.76 -2.37 -5.37  -0.6638
H 1.27 -3.11 -5.69  0.3200
H 1.34 -1.92 -4.76  0.2807
O 1.60 3.09 -5.21  -0.6203
H 1.15 2.93 -6.04  0.2958
H 1.74 4.03 -5.20  0.2435
O -1.97 3.95 1.05  -0.4421
H -2.58 4.51 0.57  0.1616
H -1.94 4.32 1.93  0.2749
C -3.13 2.81 -4.48  -1.3128
C -3.55 3.99 -3.67  0.7764
C -4.67 3.57 -2.69  -1.1577
O -2.40 4.48 -3.03  -0.5762
H -2.85 1.98 -3.83  -0.0131
H -2.26 2.95 -5.12  0.3847
H -3.97 2.43 -5.07  0.4980
H -4.02 4.77 -4.27  0.1856
H -4.39 2.69 -2.10  0.0859
H -5.47 3.15 -3.30  0.3890
H -4.89 4.43 -2.06  0.3407
H -1.61 4.00 -3.30  0.2463
C -5.36 2.47 3.96  -1.2369
C -6.47 2.29 2.94  0.8606
C -6.72 3.37 1.88  -1.4900
O -6.16 1.13 2.13  -0.4599
H -5.57 3.32 4.61  0.4327
H -4.35 2.56 3.56  0.0165
H -5.36 1.72 4.76  0.4170
H -7.34 1.95 3.51  0.2846
H -5.88 4.04 1.70  0.2558
H -7.53 4.06 2.16  0.3469
H -6.95 3.02 0.88  0.4691
H -6.36 1.32 1.21  0.1864
C -3.32 -5.01 -4.48  -0.9968
C -2.33 -6.06 -4.03  0.5531
C -0.91 -5.75 -4.61  -0.9127
O -2.38 -6.17 -2.63  -0.5425
H -3.08 -4.02 -4.09  -0.0058
H -4.33 -5.06 -4.08  0.3298
H -3.26 -4.88 -5.56  0.3845
H -2.55 -7.01 -4.51  0.2881
H -0.29 -6.63 -4.78  0.3763
H -0.36 -5.04 -4.00  -0.0547
H -1.02 -5.34 -5.61  0.3271
H -2.42 -5.30 -2.25  0.2665
C 6.24 -2.32 2.45  -0.8856
C 6.27 -1.14 3.58  0.6377
C 7.37 -1.38 4.51  -1.6932
O 6.48 0.00 2.80  -0.4695
H 7.22 -2.51 2.01  0.4405
H 5.52 -2.18 1.64  -0.1436
H 5.98 -3.26 2.93  0.4100
H 5.31 -0.98 4.07  0.1649
H 7.16 -2.26 5.13  0.3835
H 7.32 -0.61 5.28  0.4373
H 8.36 -1.44 4.08  0.3711
H 7.39 0.07 2.51  0.2618

---

Number 1: largest force on an atom 0.0948 Eh/bohr. Number 2: largest force on an atom 0.1438 Eh/bohr. Number 3: largest force on an atom 0.1433 Eh/bohr.